# C22H48F4IN6O8P2S3

A structure of composition C22H48F4IN6O8P2S3 in a non-equilibrium geometry (ωB97M-V/def2-TZVPD, the Open Molecules 2025 dataset).

**Charge**: +1
**HOMO energy**: -11.621 eV
**E_LUMO**: -3.502 eV

Last column: Mulliken charge in e.
Atoms and positions in Å:
C -2.438794 4.407860 2.237369  -1.092
C -2.452407 4.492999 0.718275  -0.193
O -3.072868 3.292744 0.199383  -0.263
P -3.147339 3.051851 -1.369688  0.652
O -2.711298 4.188137 -2.184908  -0.845
C -2.117878 1.600789 -1.687050  -1.405
C -1.749007 0.657315 -0.523306  0.128
C -0.236034 0.779577 -0.311618  -2.209
C 0.525076 0.187608 0.904571  0.701
C -0.366720 0.538005 2.133942  -0.224
F 0.250516 0.433829 3.347105  -0.243
F -1.439521 -0.309188 2.158746  -0.230
F -0.810380 1.843336 2.035237  -0.091
C 1.904515 0.933540 0.793186  -1.010
C 2.504661 0.717629 -0.604981  -1.339
C 2.570015 1.889179 -1.649980  0.013
N 1.898013 3.093768 -1.162501  -0.348
N 3.984066 2.157543 -1.911460  -0.514
N 2.034993 1.348781 -2.896337  -0.811
N 2.948190 0.556860 1.880817  0.219
S 2.687350 1.478874 3.436018  0.023
P 4.603988 1.527297 1.494648  0.293
S 4.328942 3.394661 1.247362  -0.254
C 3.084902 -1.016117 2.112808  2.700
C 4.262078 -1.542574 1.266373  -1.197
C 4.525229 -3.057111 1.080919  -1.350
O 5.922495 -3.252847 1.001788  -0.616
S 3.750429 -1.327471 3.828167  1.504
O 4.666906 -0.287160 4.127573  -0.668
O 4.149576 -2.677018 3.936515  -0.654
F 2.493881 -1.162377 4.721484  -0.200
C 1.648761 -1.680513 2.004243  -1.881
C 1.577251 -3.177078 2.333905  -0.242
C 0.182297 -3.592968 2.828051  -1.761
N 0.846348 -1.235538 0.864875  1.484
C 0.415519 -2.045394 -0.233477  -1.645
I -1.584956 -3.027740 -0.090939  -0.019
C 1.477823 -3.002847 -0.808550  0.704
C 1.229776 -4.504008 -0.866097  -1.917
O -4.643180 2.617145 -1.612495  -0.296
C -5.174843 1.328716 -1.262198  0.251
C -6.469995 1.104909 -2.008003  -1.321
H -3.133888 5.110736 2.685094  0.339
H -1.446027 4.622423 2.627196  0.302
H -2.703756 3.404864 2.559452  0.225
H -1.451545 4.585103 0.302171  0.209
H -3.026999 5.347325 0.374323  0.481
H -1.235141 2.058265 -2.137527  0.213
H -2.598198 1.040346 -2.488299  0.871
H -2.313161 0.936704 0.358780  0.673
H -2.027904 -0.347874 -0.814896  -0.287
H -0.028050 1.847545 -0.276876  0.774
H 0.216423 0.419533 -1.225180  0.925
H 1.714682 1.995975 0.944930  1.741
H 3.515465 0.353571 -0.539866  0.232
H 2.006739 -0.116054 -1.089338  0.156
H 2.378487 3.922421 -1.486037  0.335
H 0.951911 3.151802 -1.517460  0.068
H 4.187192 2.104004 -2.899615  0.269
H 4.285695 3.048170 -1.543963  0.307
H 1.028598 1.233109 -2.843280  0.219
H 2.185499 2.034148 -3.629739  0.352
H 1.697495 2.293426 3.042614  0.185
H 5.337694 1.230540 2.636079  0.203
H 5.217070 0.911570 0.403563  0.124
H 5.187581 -1.191508 1.731405  0.784
H 4.255899 -1.079815 0.288839  -0.100
H 4.133285 -3.402032 0.131943  0.373
H 4.102377 -3.658171 1.876798  0.671
H 6.266234 -3.412175 1.886153  0.386
H 1.180654 -1.278787 2.897686  0.734
H 1.945691 -3.826156 1.550601  0.338
H 2.250246 -3.348914 3.165105  0.474
H -0.532054 -2.774929 2.781197  0.297
H -0.225846 -4.417317 2.255583  0.307
H 0.244125 -3.903343 3.868840  0.466
H 0.151349 -1.387325 -1.040524  1.273
H 1.684468 -2.658674 -1.822477  0.576
H 2.378267 -2.824702 -0.236129  -0.967
H 2.162225 -4.996043 -1.146523  0.441
H 0.926737 -4.922011 0.089366  0.354
H 0.497664 -4.761845 -1.624120  0.533
H -4.462074 0.543966 -1.516585  0.111
H -5.329736 1.300636 -0.183517  0.222
H -6.657771 0.041025 -2.113502  0.289
H -6.345443 1.519937 -3.008188  0.343
H -7.306211 1.610103 -1.536028  0.344
C -7.795450 -1.845228 -5.383457  -0.724
N -7.408289 -1.901223 -3.945931  0.801
O -8.290220 -1.868778 -3.117622  -0.487
O -6.220003 -1.969395 -3.699622  -0.474
H -8.875041 -1.784531 -5.437879  0.306
H -7.318690 -0.968154 -5.809777  0.291
H -7.416630 -2.747264 -5.853529  0.286

Forces on atoms 1 to 2 (eV/Å):
0.13 0.02 -0.02
-0.15 0.00 0.13



# C22H48F5N8O3

A cluster of 4 separate species, C22H48F5N8O3 in total in a non-equilibrium geometry (ωB97M-V/def2-TZVPD, the Open Molecules 2025 dataset).

**Charge**: +1
**HOMO energy**: -10.361 eV
**E_LUMO**: -2.901 eV

Last column: Mulliken charge in e.
Atoms and positions in Å:
C 2.269303 -0.318952 1.987290  -1.330
C 1.589749 0.234281 0.778641  0.882
C 2.385156 0.323150 -0.486771  -1.020
N 0.333017 0.546643 0.872637  -0.732
N -0.023715 1.819476 0.400701  0.923
C -0.805554 1.958100 -0.830559  -1.385
C -2.321485 2.255560 -0.648020  -0.757
C -2.937937 1.941908 0.717967  -1.116
C -3.252795 0.480992 1.045058  1.080
F -2.363370 -0.067240 1.896615  -0.290
F -4.455990 0.460985 1.694551  -0.359
C -3.437069 -0.477710 -0.152609  0.430
F -2.302107 -0.691789 -0.821854  -0.195
F -4.397116 -0.017668 -0.955181  -0.274
F -3.846759 -1.656498 0.317018  -0.228
C 0.310259 2.893804 1.077717  0.578
N 1.031222 2.925024 2.227591  -0.413
C 1.087909 4.193447 2.580580  -0.290
N 0.456597 4.973101 1.703970  -0.295
N -0.037148 4.162585 0.728438  0.210
H 1.548065 -0.392659 2.795821  0.363
H 3.051911 0.396978 2.242113  0.227
H 2.692565 -1.304220 1.781599  0.411
H 3.414923 0.032463 -0.299328  0.558
H 1.974236 -0.453465 -1.138446  0.006
H 2.320009 1.280594 -1.003644  0.334
H -0.660055 1.076417 -1.444762  0.043
H -0.360059 2.784300 -1.395018  0.834
H -2.855553 1.789176 -1.471222  0.416
H -2.448162 3.331724 -0.791290  0.577
H -2.336891 2.325972 1.541870  0.375
H -3.894176 2.460527 0.760321  0.461
H 1.597181 4.501962 3.480187  0.526
H 0.366535 5.973979 1.776871  0.213
H -0.567110 4.499492 -0.056752  0.255
C 7.045843 3.882304 1.449237  -1.558
C 5.728794 3.114857 1.475800  0.212
C 5.418770 2.360569 0.177934  0.155
O 4.959178 3.166513 -0.888489  -0.322
C 5.973712 3.832842 -1.626115  -0.760
N 4.647080 4.038989 1.835961  -0.672
H 6.968603 4.807702 0.878886  0.292
H 7.340199 4.154683 2.461809  0.399
H 7.846044 3.278870 1.018382  0.355
H 5.807419 2.362146 2.266234  0.438
H 4.597552 1.669219 0.384981  -0.535
H 6.274322 1.751995 -0.140952  0.516
H 6.879429 3.226056 -1.699229  0.355
H 6.213503 4.802282 -1.185067  0.252
H 5.588430 4.006700 -2.629672  0.246
H 3.788198 3.506699 1.956391  0.204
H 4.465377 4.619068 1.019979  0.362
C 0.548438 -3.335230 -5.292366  -1.354
C 2.011446 -3.260857 -4.865625  0.242
C 2.241766 -2.425322 -3.598871  -0.568
O 2.181983 -1.019938 -3.790769  -0.426
C 0.881228 -0.471617 -3.822049  -0.752
N 2.810732 -2.785790 -5.996522  -0.728
H 0.219463 -2.420801 -5.786323  0.265
H 0.408483 -4.148579 -6.002524  0.347
H -0.106075 -3.519991 -4.437817  0.330
H 2.335328 -4.278939 -4.631778  0.443
H 3.256501 -2.622793 -3.244058  0.344
H 1.556521 -2.729272 -2.794521  0.364
H 0.204224 -0.997470 -3.138724  0.312
H 0.464950 -0.480050 -4.830984  0.356
H 0.960882 0.571267 -3.505378  0.258
H 3.797552 -2.843172 -5.761678  0.273
H 2.640678 -1.789499 -6.104011  0.319
C -7.211053 -4.446648 1.509077  -1.303
C -7.211041 -5.171109 2.852151  0.342
C -6.866439 -4.264863 4.042596  -0.705
O -5.493495 -3.945436 4.166366  -0.438
C -5.041504 -2.896297 3.334688  -0.628
N -6.320391 -6.330974 2.763679  -0.721
H -6.200560 -4.272514 1.138893  0.209
H -7.726391 -5.047883 0.760672  0.368
H -7.722968 -3.484510 1.577881  0.343
H -8.226320 -5.541038 3.022450  0.395
H -7.120459 -4.801610 4.959965  0.354
H -7.472300 -3.348768 4.031556  0.389
H -5.808414 -2.127994 3.196442  0.321
H -4.717716 -3.275338 2.362417  0.207
H -4.176301 -2.441477 3.818228  0.301
H -6.402721 -6.882387 3.612918  0.274
H -5.364062 -5.987032 2.785856  0.305

Forces on atoms 1 to 2 (eV/Å):
-0.94 -1.20 -0.46
-0.22 0.22 -0.58



# C22H48FN2O6Sr

A structure of composition C22H48FN2O6Sr in a non-equilibrium geometry (ωB97M-V/def2-TZVPD, the Open Molecules 2025 dataset).

**Charge**: -1
**HOMO energy**: -3.499 eV
**E_LUMO**: 2.553 eV

Last column: Mulliken charge in e.
Atoms and positions in Å:
Sr 1.760885 -0.686772 0.048657  1.265
C -1.416188 -0.651078 -1.784212  -1.174
C -0.735227 -1.058187 -3.085069  1.479
C -1.046109 0.083239 -4.067975  -1.131
C -0.162963 0.060339 -5.304973  -0.788
C 1.287480 0.107515 -4.890915  -0.865
C 1.696783 -1.014376 -3.925799  1.154
N 0.715956 -1.121028 -2.843000  1.606
O 1.048782 -2.162537 -1.933136  -1.129
C 3.036884 -0.586125 -3.311616  -1.482
C 1.938873 -2.290697 -4.777076  -1.805
C -1.344174 -2.366020 -3.639435  -1.740
H -1.245162 -1.362145 -0.978571  -0.266
H -2.502203 -0.557283 -1.901997  0.384
H -1.101289 0.344420 -1.472331  0.197
H -0.895428 1.088601 -3.655318  0.232
H -2.086975 0.086806 -4.406388  0.461
H -0.449012 0.936266 -5.902063  0.428
H -0.432042 -0.759938 -5.981692  0.411
H 1.413687 1.073261 -4.384181  -0.121
H 1.986994 0.142583 -5.730222  0.489
H 3.827628 -0.769272 -4.044716  0.492
H 3.290101 -1.157279 -2.418864  0.290
H 3.091653 0.460126 -3.010025  0.018
H 2.174285 -3.070185 -4.049092  0.349
H 2.724304 -2.194705 -5.527938  0.447
H 1.056507 -2.600777 -5.342707  0.307
H -1.243576 -3.155783 -2.898266  0.272
H -0.799731 -2.628346 -4.546625  0.316
H -2.386185 -2.204401 -3.923205  0.402
C 0.530250 1.459944 5.140604  -1.822
C -0.125990 0.287662 4.396850  1.588
C -1.497657 -0.041929 5.018872  -1.237
C -2.610520 0.962729 4.710241  -0.669
C -2.668536 1.127396 3.207977  -1.341
C -1.331990 1.508670 2.555474  1.616
N -0.287714 0.600784 2.958279  1.968
O 0.897861 0.674142 2.237675  -1.025
C -1.034549 3.010145 2.803490  -1.688
C -1.599352 1.359616 1.052637  -1.589
C 0.742073 -0.961202 4.513540  -2.088
H -0.192227 2.158364 5.565476  0.332
H 1.212590 2.026731 4.500136  0.267
H 1.224896 1.207020 5.952499  0.468
H -1.317222 -0.119900 6.097509  0.312
H -1.815537 -1.048182 4.730595  0.116
H -2.410225 1.910366 5.219879  0.345
H -3.546159 0.575108 5.121159  0.470
H -3.462955 1.840801 2.966919  0.465
H -3.026024 0.169302 2.810492  0.279
H -1.799551 3.698999 2.442270  0.380
H -0.144085 3.215824 2.196416  0.260
H -0.720914 3.253920 3.815969  0.310
H -2.471652 1.970686 0.789195  0.425
H -1.871499 0.340746 0.772272  0.255
H -0.791623 1.733034 0.425922  -0.070
H 0.344469 -1.845714 4.023865  0.278
H 0.981218 -1.216915 5.547884  0.508
H 1.684729 -0.686407 4.030178  0.419
F 4.189396 -0.076462 -0.173204  -0.937
C -1.224766 -2.767319 1.182928  -0.605
C -1.206704 -3.537830 2.478973  -0.238
O 0.048749 -4.129419 2.757916  -0.610
O -0.250140 -1.745156 1.158125  0.255
H -2.212146 -2.295643 1.088254  0.287
H -1.171992 -3.409665 0.304871  0.269
H -1.993635 -4.292478 2.534690  0.439
H -1.469977 -2.855898 3.299418  -0.112
H 0.724077 -3.503324 2.469944  0.384
H -0.400011 -1.027633 1.816038  -0.192
C 2.488186 3.209173 -1.777996  -0.588
C 1.838758 2.602218 -0.558755  -0.402
O 1.069606 1.444624 -0.948218  0.260
O 1.426673 3.417407 -2.716307  -0.608
H 3.286895 2.621521 -2.224210  0.320
H 2.868792 4.184620 -1.456462  0.428
H 1.074288 3.254490 -0.122096  0.166
H 2.497904 2.290155 0.249471  0.391
H 0.560568 1.712252 -1.725970  -0.240
H 1.758835 3.746407 -3.552937  0.301

Forces on atoms 1 to 2 (eV/Å):
0.78 0.14 -0.58
-0.46 -0.15 0.25



The calculation returns the following Kohn-Sham gap values, one per record and in order: 0.298, 0.274, 0.222 Eh.